Entry 1:
{"formula": "C41H40F5InNO7PSTe", "method": "wB97M-V/def2-TZVPD", "total_charge": -2, "relative_energy_ev": 1.5358, "gap_ev": 5.36, "energy_ha": -3865.0080, "homo_energy_ev": -1.4, "spin_multiplicity": 1, "species": ["In", "C", "O", "C", "C", "C", "C", "C", "C", "O", "C", "O", "C", "H", "H", "H", "H", "H", "H", "H", "H", "H", "O", "C", "O", "C", "P", "C", "C", "C", "C", "C", "C", "C", "C", "C", "C", "C", "C", "H", "H", "H", "H", "H", "H", "H", "H", "H", "H", "H", "H", "C", "C", "C", "C", "C", "C", "C", "C", "C", "C", "H", "H", "H", "H", "H", "H", "H", "C", "C", "C", "O", "H", "H", "H", "H", "H", "H", "H", "S", "C", "N", "C", "C", "C", "C", "H", "H", "H", "H", "H", "F", "Te", "F", "F", "F", "F", "O"], "coordinates": [[-1.2598, -0.0807, -0.8347], [3.5427, 4.9881, 1.8765], [2.3571, 5.3182, 2.6179], [1.2305, 4.6163, 2.4117], [0.0517, 5.1950, 2.7253], [-1.1726, 4.4663, 2.5373], [-1.2354, 3.2642, 1.9334], [-2.4426, 2.3884, 1.9652], [-3.7126, 2.8408, 1.3223], [-2.3346, 1.3124, 2.5135], [-0.0068, 2.7055, 1.3681], [0.0115, 1.7762, 0.5899], [1.2749, 3.1920, 1.9766], [4.0892, 5.9236, 1.7726], [3.3155, 4.5880, 0.8909], [4.1436, 4.2691, 2.4328], [0.0316, 6.2140, 3.0868], [-2.0892, 4.9146, 2.9102], [-3.7949, 3.9284, 1.3049], [-4.5749, 2.3751, 1.7964], [-3.6267, 2.4943, 0.2852], [2.0884, 2.9681, 1.2885], [-3.2109, -3.0296, -2.9808], [-2.3147, -2.1956, -2.9003], [-2.4437, -0.9921, -2.4650], [-0.9228, -2.5597, -3.4364], [0.5121, -2.1996, -2.3793], [0.6800, -3.3993, -1.1748], [1.9230, -3.5720, -0.4608], [1.9742, -4.1087, 0.7706], [0.7222, -4.3895, 1.5678], [-0.4366, -4.6172, 0.6266], [-0.4669, -4.0635, -0.5985], [1.9210, -2.2805, -3.5171], [2.3027, -1.1444, -4.2254], [3.3355, -1.2207, -5.1499], [3.9859, -2.4259, -5.3743], [3.6040, -3.5629, -4.6725], [2.5728, -3.4904, -3.7472], [-0.7544, -1.9246, -4.3119], [-0.8948, -3.6027, -3.7477], [2.8501, -3.2706, -0.9432], [2.9348, -4.2748, 1.2513], [0.8871, -5.3004, 2.1637], [-1.3037, -5.1544, 0.9967], [-1.3765, -4.1438, -1.1898], [1.8069, -0.2011, -4.0410], [3.6388, -0.3265, -5.6800], [4.7968, -2.4796, -6.0922], [4.1132, -4.5049, -4.8410], [2.2661, -4.3662, -3.1868], [-0.4916, -3.8662, 3.7084], [0.4355, -3.2992, 2.6671], [-0.1553, -1.9373, 2.2430], [-1.6015, -2.0390, 1.7588], [-2.1480, -1.4058, 0.6449], [-3.5061, -1.6129, 0.3732], [-4.3152, -2.3807, 1.1957], [-3.7625, -2.9953, 2.3056], [-2.4078, -2.8506, 2.5774], [-1.8016, -3.6304, 3.6632], [-0.0772, -4.5261, 4.4650], [1.4018, -3.0811, 3.1379], [-0.1904, -1.3490, 3.1658], [-3.9375, -1.1818, -0.5233], [-5.3634, -2.5132, 0.9535], [-4.3672, -3.6228, 2.9533], [-2.4710, -4.0833, 4.3894], [-4.1117, 1.6603, -2.5092], [-2.6551, 2.1086, -2.4131], [-2.5415, 3.6239, -2.5455], [-2.0847, 1.7431, -1.1754], [-4.5483, 1.9635, -3.4661], [-4.6971, 2.1279, -1.7094], [-4.1822, 0.5766, -2.4220], [-2.1017, 1.6493, -3.2435], [-3.1072, 4.1024, -1.7378], [-2.9513, 3.9653, -3.5019], [-1.4990, 3.9313, -2.4718], [0.9390, -1.0254, 1.1166], [1.7329, 0.1147, 2.1993], [0.9792, 0.8994, 3.0630], [1.4605, 2.2456, 3.2879], [2.9211, 2.1747, 3.6355], [3.6738, 1.2579, 3.0134], [3.0723, 0.2788, 2.1393], [-0.0238, 0.8146, 2.9368], [0.8704, 2.6916, 4.0892], [3.3400, 2.9191, 4.3000], [4.7455, 1.2308, 3.1765], [3.6622, -0.3538, 1.4943], [1.0316, 1.8433, -3.8022], [1.8255, 2.2970, -2.0574], [2.9847, 3.1045, -0.6210], [0.8100, 3.9916, -2.0320], [2.9669, 3.3247, -3.1491], [3.2465, 0.9671, -2.3435], [0.4112, -0.7107, -1.9620]]}

Entry 2:
{"formula": "C41H41BrN5O2P2SW", "method": "wB97M-V/def2-TZVPD", "total_charge": 3, "relative_energy_ev": 0.1690, "gap_ev": 6.63, "energy_ha": -5732.3249, "homo_energy_ev": -15.7, "spin_multiplicity": 1, "species": ["W", "C", "C", "P", "C", "C", "C", "C", "C", "C", "C", "C", "C", "C", "C", "C", "C", "P", "C", "C", "C", "C", "C", "C", "C", "C", "C", "C", "C", "C", "H", "H", "H", "H", "H", "H", "H", "H", "H", "H", "H", "H", "H", "H", "H", "H", "H", "H", "H", "H", "H", "H", "H", "H", "H", "H", "O", "N", "N", "O", "C", "C", "C", "C", "C", "C", "H", "H", "H", "H", "H", "Br", "C", "C", "C", "N", "C", "C", "H", "H", "H", "H", "S", "C", "N", "C", "C", "N", "H", "H", "H", "H", "H", "H"], "coordinates": [[-0.0748, 0.4333, -0.5982], [-0.9765, -2.6160, 1.7854], [-0.4667, -3.0081, 0.4007], [0.8650, -1.9247, -0.2297], [1.3829, -2.6788, -1.7869], [2.5874, -2.2633, -2.3570], [3.0149, -2.8023, -3.5586], [2.2402, -3.7609, -4.2030], [1.0421, -4.1773, -3.6448], [0.6099, -3.6380, -2.4395], [2.2507, -2.1469, 0.9068], [2.6092, -1.1909, 1.8544], [3.6461, -1.4397, 2.7431], [4.3288, -2.6455, 2.6921], [3.9776, -3.6064, 1.7501], [2.9454, -3.3607, 0.8615], [-1.9244, -1.4084, 1.8166], [-1.1167, 0.2071, 1.6012], [0.8558, 2.1146, -0.0100], [0.8719, 3.4992, 0.2224], [2.0869, 4.1354, 0.2268], [3.2862, 3.4154, -0.0004], [3.2799, 2.0638, -0.2413], [2.0312, 1.4189, -0.2474], [-0.1674, 0.4901, 3.1169], [-0.2112, -0.4386, 4.1622], [0.4905, -0.2007, 5.3369], [1.2278, 0.9665, 5.4866], [1.2621, 1.8995, 4.4571], [0.5737, 1.6615, 3.2776], [-0.1245, -2.4749, 2.4555], [-1.5395, -3.4598, 2.1874], [-1.2827, -3.0231, -0.3222], [-0.0465, -4.0162, 0.4418], [3.2191, -1.5430, -1.8460], [3.9597, -2.4925, -3.9849], [2.5814, -4.1936, -5.1341], [0.4472, -4.9353, -4.1368], [-0.3172, -3.9975, -2.0134], [2.0887, -0.2460, 1.9163], [3.9215, -0.6890, 3.4725], [5.1381, -2.8396, 3.3831], [4.5136, -4.5447, 1.7074], [2.6889, -4.1099, 0.1217], [-2.4809, -1.3668, 2.7552], [-2.6655, -1.4803, 1.0183], [-0.0520, 4.0429, 0.3749], [2.1422, 5.2037, 0.3916], [4.2273, 3.9499, 0.0063], [4.1955, 1.5159, -0.4151], [2.0304, 0.3236, -0.4569], [-0.7751, -1.3578, 4.0825], [0.4619, -0.9329, 6.1329], [1.7728, 1.1482, 6.4035], [1.8281, 2.8145, 4.5729], [0.6025, 2.4029, 2.4950], [-1.7832, -0.5342, -1.0553], [-1.9784, -1.0166, -2.2786], [-1.0183, -0.7557, -3.0415], [0.0355, -0.1415, -2.5822], [-1.0084, -1.1876, -4.4250], [0.0970, -0.8612, -5.1909], [0.1155, -1.2823, -6.5113], [-0.9471, -2.0084, -7.0300], [-2.0430, -2.3213, -6.2338], [-2.0879, -1.9108, -4.9123], [0.9242, -0.3097, -4.7708], [0.9647, -1.0401, -7.1353], [-0.9257, -2.3309, -8.0622], [-2.8691, -2.8849, -6.6446], [-2.9368, -2.1457, -4.2875], [-3.6072, 5.1451, -4.2798], [-2.6873, 3.9018, -3.2441], [-3.3636, 3.0885, -2.3452], [-2.6407, 2.1799, -1.6007], [-1.3096, 2.0471, -1.6901], [-0.6717, 2.8264, -2.5818], [-1.3109, 3.7572, -3.3695], [-4.4369, 3.1485, -2.2346], [-3.1507, 1.5080, -0.9263], [0.3987, 2.6920, -2.6714], [-0.7458, 4.3549, -4.0703], [-2.8560, 1.5543, 1.7956], [-3.0435, 2.2224, 3.3959], [-3.8162, 3.2872, 3.5363], [-4.0486, 3.5999, 4.9592], [-2.9901, 2.7197, 5.6491], [-2.5751, 1.8174, 4.5558], [-4.3150, 3.7127, 2.7714], [-5.0657, 3.3285, 5.2372], [-3.8938, 4.6586, 5.1457], [-3.3951, 2.1472, 6.4785], [-2.1324, 3.2967, 5.9922], [-1.9452, 1.0402, 4.6677]]}